Record 1
Below is a molecular structure, C17H20N6O5Pd, with properties calculated with ωB97M-V with the def2-TZVPD basis set.

XYZ file:
```
49
Properties=species:S:1:pos:R:3
Pd -0.207 -0.022 2.054
O 2.711 0.345 2.662
C 2.552 0.690 4.018
C 1.127 1.067 4.414
N 0.073 0.081 4.050
C -1.253 0.585 4.496
C -1.847 1.615 3.513
O -2.717 2.355 3.905
O -1.381 1.567 2.291
C 0.366 -1.319 4.487
C 0.062 -2.166 3.223
O 0.842 -1.766 2.221
O -0.904 -2.892 3.187
H 2.335 -0.543 2.534
H 3.171 1.569 4.204
H 2.935 -0.100 4.672
H 0.845 2.005 3.935
H 1.098 1.212 5.501
H -1.180 1.034 5.488
H -1.947 -0.255 4.538
H -0.254 -1.620 5.329
H 1.416 -1.393 4.750
C 1.403 -1.293 -0.753
C -0.033 -0.918 -0.815
N -0.692 -0.223 0.093
C -1.997 -0.093 -0.341
C -2.121 -0.710 -1.536
N -0.873 -1.232 -1.826
C -0.528 -1.916 -3.054
N -0.757 -1.085 -4.202
N -1.645 -1.483 -5.148
N -1.725 -0.594 -6.057
C -0.883 0.450 -5.722
C -0.624 1.654 -6.380
C 0.266 2.516 -5.784
C 0.890 2.199 -4.559
C 0.646 1.015 -3.900
C -0.254 0.142 -4.517
H 1.863 -0.773 0.082
H 1.929 -1.011 -1.667
H 1.526 -2.363 -0.588
H -2.720 0.452 0.240
H -2.954 -0.820 -2.208
H -1.153 -2.797 -3.187
H 0.514 -2.223 -2.994
H -1.113 1.889 -7.316
H 0.494 3.462 -6.257
H 1.575 2.913 -4.121
H 1.120 0.793 -2.954
```

Its net charge is 0. The value obtained for the total energy is -40611.613 eV. For the LUMO energy, the calculation gives 0.13 eV. The energy relative to the best compared isomer or geometry (same formula, charge and spin) comes out at 0.00 kJ/mol. The orbital gap comes out at 9.653 eV. The maximum force comes out at 0.73 eV/Å.

---

Record 2
Below is a molecular structure, C17H21AsIN2O2PtS, with properties calculated with ωB97M-V with the def2-TZVPD basis set.

XYZ file:
```
46
Properties=species:S:1:pos:R:3
Pt -1.727 0.883 -0.621
C -2.366 -3.824 -0.580
C -0.956 -3.310 -0.618
N 0.031 -4.175 -0.647
C 1.305 -3.732 -0.738
C 1.641 -2.411 -0.808
C 3.084 -2.008 -0.954
O 3.308 -1.157 -2.077
C 0.595 -1.456 -0.796
C 0.982 -0.078 -0.996
N 0.244 0.845 -1.511
C 0.825 2.099 -1.874
C 2.200 2.232 -2.089
C 2.753 3.449 -2.447
C 1.947 4.563 -2.628
C 0.575 4.440 -2.484
C 0.036 3.216 -2.128
I -2.060 3.089 -2.079
C -0.724 -1.902 -0.653
O -1.782 -1.120 -0.504
H -2.374 -4.823 -0.153
H -2.764 -3.886 -1.597
H -3.023 -3.164 -0.016
H 2.074 -4.496 -0.761
H 3.699 -2.906 -1.008
H 3.423 -1.444 -0.084
H 3.219 -1.678 -2.882
H 2.011 0.168 -0.752
H 2.836 1.359 -2.017
H 3.822 3.521 -2.598
H 2.372 5.517 -2.912
H -0.070 5.293 -2.652
C -3.172 -0.295 2.338
As -1.699 0.831 2.800
C -2.110 1.741 4.435
C -0.213 -0.323 3.159
S -1.255 2.291 1.308
H -3.435 -0.908 3.199
H -2.874 -0.924 1.500
H -4.014 0.332 2.052
H -2.151 1.024 5.253
H -3.066 2.247 4.328
H -1.330 2.475 4.617
H -0.382 -0.832 4.106
H 0.686 0.284 3.214
H -0.122 -1.051 2.355
```

Its net charge is +1. The value obtained for the total energy is -108059.012 eV. For the LUMO energy (spin up / spin down), the calculation gives -3.44 / -4.42 eV. The energy relative to the best compared isomer or geometry (same formula, charge and spin) comes out at 0.00 kJ/mol. The spin multiplicity is 3. The orbital gap (spin up / spin down) comes out at 7.325 / 6.679 eV. The maximum force comes out at 0.58 eV/Å. As for the expectation value of S²: 2.01.

---

Record 3
Below is a molecular structure, C17H21CrN3O4 in a non-equilibrium geometry, with properties calculated with ωB97M-V with the def2-TZVPD basis set.

XYZ file:
```
46
Properties=species:S:1:pos:R:3
Cr -1.201 0.384 0.288
C -5.271 1.306 -0.216
C -3.784 1.550 -0.058
O -3.021 0.525 0.036
C -3.319 2.855 -0.047
C -1.966 3.209 0.032
C -1.559 4.654 -0.018
N -1.031 2.272 0.128
N 0.251 2.707 0.141
C 1.076 1.706 0.296
O 0.632 0.501 0.455
C 2.509 1.993 0.256
C 3.452 0.965 0.231
C 4.800 1.255 0.140
C 5.228 2.572 0.083
C 4.296 3.600 0.115
C 2.949 3.317 0.195
H -5.461 0.236 -0.275
H -5.635 1.790 -1.121
H -5.814 1.723 0.632
H -4.045 3.650 -0.136
H -2.430 5.302 -0.077
H -0.918 4.825 -0.881
H -0.978 4.904 0.868
H 3.108 -0.057 0.277
H 5.522 0.451 0.108
H 6.282 2.801 0.020
H 4.625 4.629 0.073
H 2.214 4.105 0.205
O -0.228 -1.644 -1.394
C -0.801 -2.226 -0.324
O -1.289 -1.524 0.557
C -0.828 -3.746 -0.332
N 0.199 -4.237 -1.267
C 1.204 -4.910 -0.444
C 0.426 -5.506 0.730
C -0.529 -4.361 1.057
H -1.829 -4.050 -0.663
H 0.231 -2.354 -1.892
H -0.207 -4.906 -1.910
H 1.902 -4.156 -0.069
H 1.764 -5.637 -1.028
H 1.066 -5.778 1.566
H -0.131 -6.390 0.414
H -0.025 -3.624 1.681
H -1.436 -4.680 1.567
```

Its net charge is 0. The value obtained for the total energy is -59053.067 eV. For the LUMO energy (spin up / spin down), the calculation gives 0.14 / 0.12 eV. The spin multiplicity is 5. The orbital gap (spin up / spin down) comes out at 6.578 / 6.850 eV. The maximum force comes out at 2.56 eV/Å. As for the expectation value of S²: 6.02.